Record 1
DFT (ωB97M-V/def2-TZVPD) results for a cluster of 7 separate species, C18H21F4N3O12 in total.

Maximum force: 0.072 Eh/bohr
2S+1: 1
HOMO-LUMO gap: 0.426 Eh
Energy: -58915.8165 eV
Relative energy (zero: lowest compared OMol25 entry of this formula, charge and spin): 0.0 kJ/mol
HOMO energy: -11.452 eV
Structure (SMILES): O=C1OC[C@@H](F)O1.O=C1OC[C@@H](F)O1.O=C1OC[C@@H](F)O1.O=C1OC[C@@H](F)O1.CC#N.CC#N.CC#N

```
58
Properties=species:S:1:pos:R:3:forces:R:3:mulliken_charge:R:1
C 1.7374 -0.1140 -1.4188 0.29 0.49 -0.70 -0.20
C 0.5850 0.3946 -2.3492 -1.77 -0.95 0.82 0.79
O 0.1833 -0.8394 -2.9624 0.32 0.74 -0.28 -0.40
C 0.8013 -1.8930 -2.4102 -1.91 -2.05 -0.40 0.64
O 0.4305 -3.0308 -2.6010 0.95 1.19 -0.12 -0.56
O 1.7445 -1.5727 -1.5584 0.49 1.90 0.59 -0.26
F 0.9443 1.3088 -3.2796 0.78 -0.39 -0.13 -0.30
H 1.6232 0.1569 -0.3724 -0.18 -0.16 -0.04 0.10
H 2.6856 0.2682 -1.8265 -0.25 -0.14 0.23 0.29
H -0.3795 0.8094 -1.9314 1.38 -0.49 0.28 -0.17
C -4.4062 0.1059 0.4066 -0.92 -0.14 0.23 -0.54
C -4.0005 -0.1069 -1.0343 0.12 0.96 -0.51 0.34
O -2.5919 -0.3037 -0.9755 -1.22 0.34 -0.21 -0.25
C -2.1906 -0.1162 0.2902 1.62 -0.95 1.90 0.64
O -1.0537 -0.2403 0.6564 -0.35 0.46 -0.77 -0.53
O -3.1915 0.0781 1.1816 -0.39 1.14 -1.63 -0.36
F -4.2846 0.9556 -1.8811 0.38 -0.69 0.72 -0.28
H -4.8808 -0.8179 0.6696 -0.74 -0.33 0.43 0.48
H -5.1392 0.9509 0.5291 1.34 -0.48 0.22 0.27
H -4.5357 -0.9616 -1.4154 0.34 -0.35 -0.61 0.24
C -1.3622 4.3016 0.3691 -0.30 0.87 0.66 -0.35
C -2.5225 3.4690 0.9040 0.14 0.61 1.22 0.56
O -3.2693 3.0761 -0.2003 0.98 -0.12 0.96 -0.34
C -3.0173 3.9718 -1.1973 1.48 0.20 3.14 0.59
O -3.7576 4.0699 -2.0693 -1.23 0.89 -3.39 -0.45
O -1.9081 4.7124 -0.8622 -0.73 0.38 -1.77 -0.38
F -3.3535 4.2976 1.6989 0.71 -0.77 -0.55 -0.37
H -0.4281 3.8124 0.2167 0.37 -1.22 -0.29 0.20
H -1.0110 5.1681 0.9921 -1.23 -0.54 -0.41 0.27
H -2.1936 2.6208 1.4675 -0.19 -0.37 0.53 0.25
C 2.8589 -4.3332 0.1212 -0.01 0.12 0.93 -0.31
C 1.5324 -4.2132 0.8349 -1.83 -0.42 0.00 0.87
O 1.6763 -3.0866 1.6356 -0.85 -0.23 0.54 -0.33
C 2.9529 -2.7039 1.7115 -0.35 -0.31 -0.07 0.73
O 3.2974 -1.7714 2.3505 0.79 0.48 0.21 -0.54
O 3.6838 -3.5255 0.9601 1.45 0.43 -0.33 -0.39
F 1.2674 -5.3506 1.5939 0.32 0.66 -0.10 -0.34
H 2.7750 -3.9066 -0.8468 0.14 0.46 -0.95 0.16
H 3.3334 -5.3042 0.0831 -0.42 -0.32 0.05 0.34
H 0.6000 -3.9676 0.2951 0.65 -0.73 -0.40 -0.19
C 4.0308 3.5472 0.1761 0.73 -0.43 0.45 -0.43
C 4.3019 3.7098 1.6044 0.12 -0.48 -1.18 0.33
N 4.5549 3.6399 2.7117 0.16 0.27 1.27 -0.45
H 3.7677 2.4741 0.0539 0.24 0.78 -0.34 0.00
H 4.9141 3.8647 -0.4119 -0.51 -0.45 0.27 0.33
H 3.2125 4.1849 -0.0620 -0.76 0.32 -0.49 0.24
C -1.5519 -4.9186 -2.4634 -0.81 -0.98 1.09 -0.91
C -1.9641 -4.2973 -1.1707 -0.09 0.84 -0.08 0.54
N -2.3454 -3.6673 -0.2721 0.58 -1.05 -1.09 -0.52
H -2.2531 -5.7095 -2.7552 0.32 -0.08 0.41 0.36
H -0.5192 -5.2188 -2.5411 0.18 -0.45 0.68 0.29
H -1.6013 -4.2163 -3.2316 -0.40 1.60 -1.02 0.30
C 2.0538 1.5161 3.6708 2.11 0.03 0.38 -0.76
C 0.9370 2.1903 3.1205 -0.37 -0.90 -0.06 0.38
N 0.0672 2.5018 2.4568 -1.16 1.06 -0.58 -0.32
H 1.9185 0.9292 4.5720 -0.54 0.12 0.10 0.35
H 2.8300 2.2751 3.8715 -0.07 -0.50 -0.07 0.24
H 2.4111 0.8261 2.8946 0.10 0.14 0.24 0.09
```
Forces are in eV/Å.



Record 2
DFT (ωB97M-V/def2-TZVPD) results for a cluster of 3 separate species, C18H21F6N5O7S in total.

Maximum force: 0.193 Eh/bohr
2S+1: 1
HOMO-LUMO gap: 0.229 Eh
Energy: -67905.6950 eV
HOMO energy: -8.589 eV
Structure (SMILES): CCCCCc1cc2nsnc2c(N)c1C(=O)C(F)(F)C(F)(F)C(F)(F)C(=O)O.C[N+](=O)[O-].C[N+](=O)[O-]

```
58
Properties=species:S:1:pos:R:3:forces:R:3:mulliken_charge:R:1
C -1.4373 3.7479 1.8882 0.25 0.12 -0.17 -0.36
C -0.5590 4.1383 0.5232 0.98 0.24 1.23 -0.49
C 0.7680 3.1275 0.4012 -1.27 0.55 -0.73 -0.45
C 0.3632 2.0125 -0.7429 -0.24 -0.89 0.74 -0.05
C 1.3747 0.7252 -0.8321 1.23 -0.19 -0.16 -0.60
C 2.0652 0.2987 0.6063 3.07 0.44 1.58 0.29
C 3.5524 0.9992 0.9141 -2.10 -1.83 1.01 -0.78
C 4.4353 0.7369 2.2720 -1.30 -0.24 -0.75 0.55
N 5.7668 1.3837 2.6088 -5.47 -4.57 1.93 -0.55
S 6.0622 0.6364 4.1943 -3.69 -1.10 -2.38 0.22
N 4.6863 -0.4485 4.4930 -1.18 2.22 -4.69 -0.52
C 3.7444 -0.3287 3.3095 2.68 1.58 0.20 0.32
C 2.2763 -1.0828 3.0384 -0.72 1.17 -2.00 0.03
N 1.8371 -2.0597 4.1088 -0.73 1.84 -1.83 -0.60
C 1.3730 -0.7739 1.6870 3.63 1.39 2.19 0.41
C -0.1139 -1.4791 1.3882 2.94 -2.46 -5.20 -0.09
O -0.1779 -2.1747 0.2270 -0.73 4.54 7.66 -0.54
C -1.3574 -1.2599 2.4332 -0.37 1.03 1.82 1.00
F -1.1586 -1.8762 3.7750 -0.29 1.79 -4.30 -0.32
F -1.4771 0.2231 2.6881 0.24 -4.48 -0.83 -0.24
C -2.8211 -1.7609 1.8915 -1.65 -2.14 1.55 0.41
F -3.6885 -1.9046 3.1204 2.67 0.53 -3.89 -0.31
F -2.8013 -3.1423 1.2849 0.22 4.87 1.91 -0.26
C -3.6065 -0.6662 0.9334 -1.32 -0.67 -2.25 1.03
F -4.5098 -1.4870 0.0428 2.90 2.61 2.64 -0.29
F -2.7202 0.0990 0.0269 -2.57 -2.38 3.02 -0.18
C -4.6560 0.3023 1.8039 -7.44 -0.01 2.54 -0.10
O -5.8967 -0.1326 2.1600 9.21 2.37 -2.93 -0.44
O -4.3344 1.6945 2.1961 -0.62 -2.90 -2.94 -0.37
H -1.0747 2.7347 2.3488 -0.68 1.84 -0.98 -0.03
H -1.2338 4.5814 2.7093 -0.73 -1.80 -1.76 0.33
H -2.5836 3.6259 1.6550 2.32 0.47 0.60 -0.02
H -1.2102 4.1452 -0.4513 1.33 -0.03 1.92 0.33
H -0.1074 5.2086 0.7341 -1.18 -2.02 -0.73 0.27
H 0.9224 2.6910 1.4759 -0.12 0.50 -2.26 0.22
H 1.7189 3.7440 0.1042 -1.78 -1.28 0.48 0.31
H 0.2630 2.4583 -1.8292 0.28 -0.68 2.32 0.31
H -0.6968 1.5959 -0.4479 1.94 0.88 -0.55 -0.15
H 2.2782 1.0399 -1.5449 -1.84 -0.75 1.70 0.40
H 0.8929 -0.2299 -1.3560 0.86 2.15 1.34 0.12
H 4.0258 1.7429 0.1134 -1.40 -1.88 1.82 0.21
H 1.2230 -1.5095 4.7770 1.02 -1.00 -0.93 0.31
H 1.2457 -2.8230 3.6792 0.86 1.34 0.59 0.34
H -4.7511 2.2668 1.4657 0.75 -1.12 1.48 0.37
C -2.2882 -2.3102 -2.3910 -0.12 -0.32 0.12 -0.53
N -1.3182 -1.6483 -3.3047 0.61 0.44 -0.56 0.97
O -0.5099 -2.3748 -3.8944 -0.98 1.21 0.65 -0.55
O -1.3959 -0.4183 -3.4040 0.31 -1.77 0.03 -0.53
H -2.1055 -3.3869 -2.4016 0.06 0.32 -0.05 0.30
H -2.1300 -1.9021 -1.3907 -0.05 -0.03 -0.30 -0.04
H -3.2920 -2.0858 -2.7575 0.20 0.10 0.12 0.32
C 1.5261 -2.5332 -6.6195 -0.30 0.11 0.25 -0.55
N 2.9746 -2.1935 -6.6145 1.04 0.29 0.08 0.84
O 3.3935 -1.5147 -5.6696 -0.36 -0.97 -1.45 -0.50
O 3.6501 -2.6179 -7.5592 -0.79 0.67 1.40 -0.53
H 1.0579 -2.0973 -5.7344 0.21 -0.10 -0.20 0.21
H 1.0927 -2.1153 -7.5303 0.16 -0.20 0.08 0.28
H 1.4429 -3.6218 -6.6031 0.05 0.21 -0.14 0.26
```
Forces are in eV/Å.



Record 3
DFT (ωB97M-V/def2-TZVPD) results for the molecule C18H21N3O3S.

Maximum force: 0.017 Eh/bohr
2S+1: 1
HOMO-LUMO gap: 0.319 Eh
Energy: -40456.2067 eV
Relative energy (zero: lowest compared OMol25 entry of this formula, charge and spin): 109.9 kJ/mol
HOMO energy: -8.339 eV
Structure (SMILES): CC[C@@H](Sc1nc2c(c(=O)[nH]1)CCC2)C(=O)Nc1cccc(OC)c1

```
46
Properties=species:S:1:pos:R:3:forces:R:3:mulliken_charge:R:1
C -5.5972 0.0320 0.8167 0.15 -0.15 0.06 -1.26
H -6.3404 -0.4932 1.4108 -0.11 0.02 0.05 0.41
H -5.3971 0.9938 1.2844 -0.12 0.11 0.05 0.35
C -4.3192 -0.7917 0.7267 -0.12 0.22 0.03 -0.52
C -3.2450 -0.1080 -0.1164 0.20 0.16 -0.13 0.02
H -3.6395 0.1501 -1.1013 0.14 -0.17 0.06 0.60
C -2.0591 -1.0548 -0.3361 -0.47 0.04 0.06 -0.10
O -2.0154 -1.7499 -1.3208 -0.02 -0.21 -0.18 -0.64
N -1.1766 -1.1026 0.7026 0.13 -0.13 0.59 -0.04
C 0.1696 -1.4927 0.5885 0.14 -0.25 -0.22 0.03
C 1.1094 -0.7973 1.3477 0.16 0.12 0.22 0.26
C 2.4597 -1.0955 1.2267 -0.06 -0.18 -0.12 0.25
C 2.8577 -2.1058 0.3463 0.13 0.10 0.10 -0.61
C 1.9172 -2.7931 -0.3898 0.11 0.14 0.14 -0.64
C 0.5675 -2.4981 -0.2786 -0.23 -0.04 -0.08 -0.65
H -0.1657 -3.0238 -0.8647 -0.05 -0.04 -0.01 0.52
H 2.2348 -3.5724 -1.0661 0.04 -0.08 -0.06 0.39
H 3.9100 -2.3253 0.2633 0.14 -0.03 -0.01 0.44
O 3.4588 -0.4737 1.9007 0.05 -0.28 -0.22 -0.45
C 3.1469 0.5937 2.7682 -0.09 0.23 0.14 -0.61
H 2.4651 0.2784 3.5644 0.02 -0.02 -0.02 0.33
H 4.0951 0.8951 3.2099 -0.08 0.01 0.01 0.26
H 2.7208 1.4440 2.2278 0.00 -0.05 0.02 0.16
H 0.7740 -0.0167 2.0153 -0.01 0.12 0.05 0.36
H -1.3585 -0.4634 1.4678 -0.03 -0.07 -0.23 0.33
S -2.7404 1.4665 0.6904 -0.40 0.04 0.26 -0.44
C -1.1823 1.6947 -0.0819 -0.05 -0.22 -0.41 0.25
N -0.9230 1.0218 -1.1538 -0.49 0.33 -0.02 -0.44
C 0.3566 1.0631 -1.5842 0.65 0.43 0.43 1.29
C 1.3519 1.7626 -0.9673 -0.10 -0.20 -0.31 0.54
C 1.0780 2.5628 0.1871 -0.29 -0.16 -0.13 -0.27
O 1.8347 3.2253 0.8669 0.26 0.21 0.12 -0.71
N -0.2862 2.4794 0.5562 -0.08 0.10 0.09 0.02
H -0.5632 3.0019 1.3800 0.13 -0.12 -0.06 0.26
C 2.6703 1.5318 -1.6353 0.11 0.17 0.10 -1.21
H 3.4576 1.3221 -0.9115 0.08 0.03 -0.01 0.24
H 2.9657 2.4227 -2.1958 0.10 0.01 0.01 0.38
C 2.3873 0.3349 -2.5653 0.01 -0.01 -0.06 -0.27
H 2.9149 0.4242 -3.5126 0.05 -0.06 -0.01 0.42
H 2.7117 -0.5848 -2.0777 0.00 0.01 -0.02 -0.04
C 0.8610 0.2938 -2.7576 0.04 -0.10 -0.11 -0.79
H 0.4526 -0.7157 -2.7709 -0.06 -0.01 -0.03 0.21
H 0.5503 0.7924 -3.6789 -0.06 0.00 -0.05 0.37
H -4.5334 -1.7573 0.2624 0.10 0.01 0.01 0.37
H -3.9286 -0.9791 1.7299 0.02 -0.10 -0.02 0.30
H -6.0086 0.2080 -0.1742 -0.07 0.06 -0.09 0.32
```
Forces are in eV/Å.